Version 1
The following is a DFT calculation (ωB97M-V with the def2-TZVPD basis set) of 2 unconnected molecules or ions with the total composition CH2N2O3.

```
8
Properties=species:S:1:pos:R:3
C 0.9754 -0.2881 -1.1551
N 1.7648 -0.5750 -1.9714
N -1.7011 0.1766 1.3488
O 0.2528 0.1593 -0.3728
O -0.6003 0.8122 1.8650
O -2.7910 0.4949 1.6943
H 0.1140 0.4760 1.2249
H 1.9855 -1.2559 -2.6338
```

The SMILES is N=C=O.O=NO. The orbital gap is 9.9 eV.

Atom charges from the Mulliken analysis, given in e for atoms 1 to 4:
1 C 0.433
2 N -0.325
3 N 0.257
4 O -0.461

---

Version 2
The following is a DFT calculation (ωB97M-V with the def2-TZVPD basis set) of 2 unconnected molecules or ions with the total composition CH2N2O3.

```
8
Properties=species:S:1:pos:R:3
C -0.9135 0.4900 -0.5782
N -0.4032 0.5658 0.6871
N 1.3932 -0.4211 0.5684
O 1.1607 -1.5009 0.1953
O 2.3019 0.2032 0.9985
O -1.2467 -0.4821 0.4001
H -1.8085 1.1323 -0.7794
H -0.4839 0.0129 -1.4917
```

The orbital gap (spin up / spin down) is 9.2 / 9.2 eV.

Atom charges from the Mulliken analysis, given in e for atoms 1 to 4:
1 C 0.078
2 N -0.293
3 N 0.774
4 O -0.374

---

Version 3
The following is a DFT calculation (ωB97M-V with the def2-TZVPD basis set) of 2 unconnected molecules or ions with the total composition CH2N2O3.

```
8
Properties=species:S:1:pos:R:3
C 1.4677 -0.4966 -0.1666
N -1.0427 0.8269 0.0473
N -2.0091 0.1962 0.1529
O -0.1627 1.6145 0.2823
O 0.4553 -1.0707 0.0978
O -2.6761 -0.7895 0.1348
H 2.4076 -0.8243 -0.6583
H 1.5599 0.5436 0.1099
```

The SMILES is O=NN=O.C=O. The orbital gap is 10.2 eV.

Atom charges from the Mulliken analysis, given in e for atoms 1 to 4:
1 C -0.010
2 N 0.607
3 N 0.502
4 O -0.593

---

Version 4
The following is a DFT calculation (ωB97M-V with the def2-TZVPD basis set) of a single CH2N2O3 molecule.

```
8
Properties=species:S:1:pos:R:3
C -0.1489 0.3126 0.1734
N -1.3200 0.4051 0.9459
N -2.6979 -0.0943 0.0385
O -3.0792 -1.1570 0.3539
O -3.0418 0.7229 -0.7293
O -0.8061 1.5191 0.3301
H 0.7766 0.1846 0.7281
H -0.1820 -0.1410 -0.8137
```

The SMILES is O=[N+]([O-])N1CO1. The orbital gap is 10.8 eV.

Atom charges from the Mulliken analysis, given in e for atoms 1 to 4:
1 C 0.011
2 N -0.204
3 N 0.909
4 O -0.501

---

Here are the energies relative to the best structure, in eV: version 1 0.000; version 2 4.288; version 3 3.739; version 4 3.411.

---

Version 1
The following is a DFT calculation (ωB97M-V with the def2-TZVPD basis set) of a single CN2O3 molecule.

```
6
Properties=species:S:1:pos:R:3
O -1.1893 0.5474 1.5147
C -0.3834 0.2123 0.7109
O 0.8860 -0.1115 0.7187
N 1.2615 -0.4527 -0.8073
N 0.2328 -0.2879 -1.4220
O -0.8076 0.0924 -0.7151
```

The SMILES is O=c1onno1. The orbital gap is 11.9 eV.

Atom charges from the Mulliken analysis, given in e for atoms 1 to 4:
1 O -0.419
2 C 0.604
3 O -0.252
4 N 0.046

---

Version 2
The following is a DFT calculation (ωB97M-V with the def2-TZVPD basis set) of a molecular structure, CN2O3.

```
6
Properties=species:S:1:pos:R:3
C -1.2811 0.1502 -0.0106
N 1.4353 -0.2108 0.0295
N 2.4546 0.1809 -0.1312
O -1.9263 -0.8036 -0.1099
O 0.3475 -0.5998 0.1835
O -1.0300 1.2831 0.0386
```

The orbital gap is 12.5 eV.

Atom charges from the Mulliken analysis, given in e for atoms 1 to 4:
1 C 0.671
2 N 0.993
3 N -0.389
4 O -0.383

---

Here are the energies relative to the best structure, in eV: version 1 0.945; version 2 0.000.

---

Version 1
The following is a DFT calculation (ωB97M-V with the def2-TZVPD basis set) of 12 unconnected molecules or ions with the total composition C41H65N12O9.

```
127
Properties=species:S:1:pos:R:3
C -2.3041 -0.3661 0.0543
C -1.0701 0.5429 -0.1247
C -1.0101 1.5999 0.9443
C -0.5681 1.0779 2.2063
C 0.7799 0.5029 1.9903
C 0.8729 -0.6881 1.1123
N 0.1869 -0.3471 -0.1667
O 0.3509 -1.0851 -1.1147
C 0.3089 -2.0641 1.6713
C 2.4879 -0.9171 0.8093
C -1.0821 1.2249 -1.5647
H -2.2291 -1.0451 0.9293
H -2.4821 -1.1091 -0.6987
H -3.2301 0.3259 0.4523
H -1.9871 2.2409 1.0333
H -0.3601 2.4509 0.5973
H -1.4061 0.3929 2.7533
H -0.4091 1.8879 2.9633
H 1.2429 0.3339 2.8733
H 1.4709 1.3819 1.8743
H 0.5359 -3.0001 1.0673
H -0.6341 -1.9171 2.0263
H 0.6559 -2.3311 2.4983
H 2.5389 -1.7111 0.1453
H 3.0689 -1.2631 1.4793
H 2.7089 -0.1541 0.3873
H -0.1351 1.7479 -1.8257
H -1.7231 2.2479 -1.7497
H -1.4691 0.5769 -2.4527
N -6.1321 3.0779 -0.5757
C -6.1681 4.3879 -0.1447
C -4.8141 4.9669 -0.2447
C -3.9491 4.0089 -0.9587
C -4.8391 2.7269 -1.0487
H -6.9461 2.4269 -0.9457
H -7.0121 5.0119 0.0233
H -4.7031 5.9539 0.0023
H -2.8221 4.1849 -1.0797
H -4.5581 1.8639 -1.4727
N -1.6051 -1.1831 -5.8737
C -0.7471 -2.3191 -5.9347
C 0.4759 -1.9291 -5.0147
C 0.2179 -0.5651 -4.3647
C -1.2041 -0.2401 -4.8567
H -2.6731 -1.1481 -6.2777
H -0.8881 -3.0191 -6.5997
H 1.4049 -2.5651 -4.8987
H 1.1109 -0.0481 -3.7847
H -2.0971 0.3199 -4.7377
N -3.2951 -1.2981 4.3773
C -2.2491 -1.6191 5.2223
C -1.9371 -3.1231 5.0383
C -2.8581 -3.5841 3.9713
C -3.6341 -2.3741 3.6023
H -3.7591 -0.2691 4.2583
H -1.6751 -1.0081 5.9913
H -1.2641 -3.6701 5.4303
H -2.9321 -4.5581 3.5633
H -4.3061 -2.2121 2.8703
N 2.8769 -4.3051 -4.0187
C 2.6569 -3.5691 -2.9177
C 3.9699 -2.8761 -2.4727
C 4.9049 -3.4401 -3.4447
C 4.1459 -4.3371 -4.4507
H 2.2099 -4.8281 -4.6247
H 1.8019 -3.5211 -2.5517
H 4.3289 -2.1521 -1.7547
H 6.0109 -3.4751 -3.6867
H 4.6399 -4.8511 -5.1557
N -1.4591 -3.2851 -2.7807
C -2.8801 -3.0371 -3.0617
C -3.7811 -3.7761 -1.9987
C -2.8131 -4.4521 -1.1657
C -1.3461 -4.1051 -1.6477
H -0.8971 -2.9211 -3.4707
H -3.1751 -2.5211 -3.8737
H -4.8491 -4.0441 -1.8937
H -3.1031 -4.9761 -0.2397
H -0.3701 -4.4761 -1.2177
N 6.4489 3.7579 2.4153
C 5.1789 4.2449 2.5793
C 4.2509 2.9889 2.7903
C 5.2419 1.7139 2.7703
C 6.6459 2.3189 2.4913
H 7.1569 4.4149 2.0063
H 4.9589 5.3789 2.4693
H 3.1649 2.8979 2.8583
H 4.8339 0.7499 2.7663
H 7.4819 1.7559 2.4403
N 1.0789 4.8999 0.6233
C -0.0481 5.3719 -0.1107
C -1.1351 5.5199 0.9773
C -0.5571 4.9669 2.3473
C 0.8859 4.6259 1.9363
H 2.0279 4.7359 0.1033
H -0.2491 5.3539 -1.1777
H -2.1951 5.9079 0.7433
H -0.9211 4.9149 3.2033
H 1.7199 4.3139 2.4953
C 6.6299 -3.6281 2.5653
N 6.3489 -2.1861 2.3753
O 5.2949 -1.7301 2.5683
O 7.2929 -1.6701 1.8823
H 6.2539 -3.9891 1.6363
H 5.9759 -3.9861 3.4163
H 7.6939 -4.0891 2.7643
C -4.3821 3.5429 5.0703
N -3.2821 2.4929 4.9363
O -3.5501 1.4699 4.3073
O -2.1601 2.7529 5.3763
H -4.5211 4.0449 3.8893
H -4.0971 4.2529 5.7523
H -5.1021 2.8119 5.4033
C 3.8719 -5.6821 -0.0387
N 3.1699 -4.6921 0.6693
O 1.8709 -4.6971 0.3253
O 3.7609 -4.0671 1.4023
H 3.4979 -5.8541 -0.9707
H 3.6709 -6.6881 0.7003
H 4.9669 -5.5421 -0.0897
C -3.0021 4.0189 -6.3397
N -3.2091 4.0609 -4.9167
O -3.5221 5.0849 -4.2637
O -2.8611 2.9609 -4.2977
H -2.8891 5.0919 -6.6267
H -3.7521 3.6839 -6.8787
H -2.0651 3.6079 -6.6287
```

The net charge is +1. The orbital gap is 4.4 eV.

Atom charges from the Mulliken analysis, given in e for atoms 1 to 4:
1 C -0.735
2 C 1.927
3 C -1.033
4 C 0.751

---

Version 2
The following is a DFT calculation (ωB97M-V with the def2-TZVPD basis set) of a molecular structure, C41H65N12O9.

```
127
Properties=species:S:1:pos:R:3
C -2.2276 1.4460 1.4328
C -0.6666 1.1420 1.1558
C -0.5046 -0.3010 1.6588
C 0.8104 -0.9570 1.1668
C 0.9064 -0.9360 -0.3362
C 0.8234 0.5380 -0.9082
N -0.3736 1.2810 -0.1852
O -0.6406 2.4070 -0.7332
C 0.2514 0.2300 -2.4032
C 2.0674 1.3090 -0.8962
C 0.1464 2.1100 2.0698
H -2.3586 2.4010 1.2098
H -2.5086 1.3630 2.3908
H -3.0396 0.5830 1.0248
H -1.2806 -1.0260 1.1628
H -0.7906 -0.2940 2.9898
H 1.0364 -1.9190 1.5418
H 1.6334 -0.4090 1.5198
H 0.0934 -1.4220 -0.7282
H 1.7954 -1.3780 -0.6772
H -0.7416 -0.1560 -2.4082
H 1.0004 -0.5680 -2.9802
H 0.3664 1.0880 -2.9252
H 2.4424 1.5350 0.1468
H 1.9334 2.3230 -1.4312
H 2.9854 0.8030 -1.2502
H 0.9344 1.7750 2.5208
H -0.5206 2.4240 3.0198
H 0.2984 2.9920 1.5018
N 6.8564 2.4080 -1.7442
C 6.1534 1.3790 -1.2912
C 6.5354 1.2270 0.2028
C 7.4574 2.3630 0.4608
C 7.7274 3.0780 -0.8162
H 6.8034 2.8690 -2.6302
H 5.4634 0.7910 -2.0102
H 6.0364 0.4120 0.7778
H 7.7044 2.5510 1.6468
H 8.2324 3.9310 -1.0272
N -2.3356 -2.9010 -3.0332
C -3.4356 -2.5590 -2.0902
C -3.1566 -2.9620 -0.7132
C -1.8516 -3.7280 -0.8382
C -1.3396 -3.5560 -2.3532
H -2.3746 -2.8330 -4.1832
H -4.0936 -1.8980 -2.4412
H -3.7116 -2.8670 0.2158
H -1.1036 -3.9890 -0.0192
H -0.4586 -3.8760 -2.6242
N -1.9016 -1.8870 -6.3332
C -0.9226 -1.3230 -5.6182
C 0.3444 -2.2250 -5.7172
C -0.0476 -3.2460 -6.6182
C -1.5666 -3.0910 -6.8862
H -2.7916 -1.5330 -6.5312
H -1.0636 -0.2130 -5.1092
H 1.3014 -1.8660 -5.3442
H 0.3724 -4.1280 -6.8762
H -2.4186 -3.7700 -7.3902
N -5.4746 2.6130 -2.8262
C -6.2236 1.5990 -2.4192
C -5.3916 0.7400 -1.6452
C -3.9786 1.2390 -1.8552
C -4.0386 2.5550 -2.5862
H -5.8886 3.5590 -3.3402
H -7.4296 1.5700 -2.2922
H -5.8816 -0.3810 -1.2862
H -2.9666 0.8420 -1.5082
H -3.4516 3.3580 -2.7252
N -2.9776 -1.3280 5.2128
C -2.5886 -2.1850 6.3008
C -1.7986 -3.3560 5.7128
C -2.0016 -3.3070 4.2308
C -2.7506 -1.8980 3.9908
H -3.3386 -0.4620 5.3268
H -2.9026 -1.9670 7.2328
H -1.4306 -4.1870 6.4418
H -1.6776 -4.0340 3.4758
H -3.1446 -1.2740 3.1658
N -5.6586 0.0890 6.7448
C -5.9496 0.4920 5.3958
C -4.8796 1.4110 4.9288
C -4.0426 1.6500 6.1798
C -4.5756 0.6980 7.2288
H -6.0856 -0.5580 7.2858
H -6.8786 -0.0160 4.9228
H -4.5256 1.7040 4.0328
H -3.4586 2.5090 6.2668
H -4.3026 0.5550 8.1028
N 0.1574 -1.0490 5.1078
C -0.0796 0.1950 5.5858
C 1.2114 1.0250 5.3728
C 2.2524 0.1190 4.8058
C 1.4454 -1.2150 4.6758
H -0.5596 -1.7310 5.1388
H -0.9806 0.4790 6.0898
H 1.3324 2.0110 5.7598
H 3.2264 0.3380 4.3528
H 1.8634 -2.1060 4.2438
C 3.1764 -4.6410 -2.9692
N 2.9874 -3.2920 -2.4812
O 3.4194 -3.0360 -1.2952
O 2.5584 -2.4490 -3.2662
H 4.2314 -4.9370 -3.0162
H 2.8694 -4.6990 -4.1252
H 2.8324 -5.3200 -2.2532
C 5.4804 -2.9340 1.2258
N 4.8604 -1.8350 1.8478
O 3.9484 -1.2610 1.3148
O 5.5374 -1.3030 2.7208
H 4.6374 -3.7000 1.5318
H 6.4124 -3.2870 1.6358
H 5.5454 -2.6240 0.2188
C 2.6054 2.9860 -4.4282
N 2.6894 1.7500 -5.2942
O 2.2004 0.7870 -4.8162
O 3.4954 1.9500 -6.1942
H 1.5554 3.2160 -4.6422
H 3.1394 3.7300 -4.8082
H 2.4914 2.7580 -3.3632
C 0.0754 6.7560 -2.8582
N -0.4916 5.4090 -2.8212
O -1.6226 5.3410 -3.4592
O 0.2784 4.4540 -2.5882
H 0.8194 6.6870 -3.5402
H 0.4894 6.7870 -1.7192
H -0.6826 7.4740 -3.0972
```

The net charge is +1. The orbital gap is 3.7 eV.

Atom charges from the Mulliken analysis, given in e for atoms 1 to 4:
1 C -2.809
2 C 0.972
3 C 0.782
4 C -1.533

---

Here are the energies relative to the best structure, in eV: version 1 3.022; version 2 0.000.